Record 1
A cluster of 4 separate species, C26H29N3O11 in total, computed with ωB97M-V/def2-TZVPD.

Each line ends with the Löwdin charge.
Positions of all 69 atoms, in Å:
O 1.700 -4.466 1.492  0.0704
C 2.176 -3.418 1.091  -0.3191
O 2.041 -3.010 -0.186  -0.0166
C 2.226 -1.606 -0.415  -0.1281
C 0.920 -0.891 -0.761  -0.0964
C -0.335 -1.560 -0.210  -0.2532
C -0.909 -2.597 -1.193  -0.1081
C -1.137 -3.987 -0.602  -0.1632
C -1.922 -3.994 0.698  -0.2532
O -3.080 -3.181 0.636  -0.0451
O -1.349 -0.561 -0.013  -0.0107
C -1.342 0.084 1.151  -0.3377
O -0.963 -0.360 2.214  0.0683
H 2.790 -2.772 1.729  0.1464
H 2.922 -1.515 -1.238  0.1281
H 2.703 -1.128 0.434  0.1008
H 0.854 -0.828 -1.840  0.1132
H 1.024 0.136 -0.422  0.0781
H -0.100 -2.094 0.699  0.1254
H -0.303 -2.655 -2.087  0.1206
H -1.878 -2.224 -1.507  0.1113
H -0.190 -4.490 -0.446  0.0990
H -1.697 -4.550 -1.344  0.1144
H -1.276 -3.656 1.505  0.1108
H -2.193 -5.019 0.926  0.1158
H -2.948 -2.427 1.202  0.0666
H -1.739 1.100 1.064  0.1438
O -2.290 -0.206 -3.533  0.0745
N -3.436 -0.067 -3.898  -0.3498
O -3.843 -0.254 -5.024  0.0837
C -4.403 0.315 -2.859  -0.1409
C -3.899 0.707 -1.636  0.0029
C -4.787 1.085 -0.643  -0.0599
C -6.154 1.062 -0.887  -0.0708
C -6.637 0.671 -2.130  -0.0672
C -5.756 0.299 -3.132  -0.0021
H -2.833 0.730 -1.463  0.0978
H -4.414 1.407 0.320  0.1020
H -6.846 1.360 -0.111  0.1057
H -7.701 0.659 -2.319  0.1066
H -6.120 -0.006 -4.101  0.1192
O 4.831 1.784 2.149  0.1020
N 3.644 1.593 2.016  -0.3039
O 3.119 1.257 0.971  -0.0018
C 2.785 1.770 3.193  -0.1306
C 3.356 2.187 4.382  -0.0034
C 2.540 2.356 5.487  -0.0638
C 1.177 2.103 5.392  -0.0596
C 0.626 1.676 4.192  -0.0484
C 1.433 1.512 3.080  0.0087
H 4.417 2.376 4.448  0.1188
H 2.968 2.684 6.424  0.1083
H 0.543 2.235 6.258  0.1088
H -0.431 1.466 4.120  0.1059
H 1.014 1.179 2.144  0.0886
O 0.398 2.169 -0.078  0.0724
N 0.726 1.727 -1.162  -0.3683
O -0.011 1.119 -1.904  0.0602
C 2.122 1.901 -1.580  -0.1405
C 3.005 2.535 -0.726  -0.0460
C 4.326 2.673 -1.118  -0.0474
C 4.742 2.184 -2.349  -0.0566
C 3.837 1.556 -3.194  -0.0638
C 2.515 1.410 -2.811  0.0031
H 2.672 2.910 0.229  0.1208
H 5.031 3.161 -0.461  0.1112
H 5.775 2.290 -2.649  0.1088
H 4.162 1.177 -4.153  0.1074
H 1.804 0.921 -3.460  0.1257

As for the spin multiplicity: 1. Its molar mass is 559.5 g/mol. The SMILES is O=COCC[C@H](CCCO)OC=O.O=[N+]([O-])c1ccccc1.O=[N+]([O-])c1ccccc1.O=[N+]([O-])c1ccccc1. The value obtained for the frontier orbital gap is 8.59 eV.

Record 2
A structure of composition C42H38AsBiN9S4, computed with ωB97M-V/def2-TZVPD.

Each line ends with the Löwdin charge.
Positions of all 95 atoms, in Å:
Bi -0.582 -0.014 -0.241  1.3238
C 2.838 -0.388 -3.607  -0.0061
C 2.122 -0.371 -2.293  -0.2725
N 1.159 0.435 -2.038  -0.1087
N 0.841 1.364 -2.996  0.0047
C -0.386 1.804 -3.022  -0.8283
N -0.673 2.778 -3.911  0.1024
S -1.815 1.234 -2.135  0.5356
C 2.488 -1.345 -1.216  -0.2221
C 3.776 -1.844 -1.092  0.0022
C 4.071 -2.689 -0.032  -0.0362
C 3.078 -3.028 0.868  -0.0402
C 1.809 -2.511 0.662  -0.1566
N 1.523 -1.700 -0.353  -0.0135
H 2.340 -1.102 -4.271  0.0975
H 2.784 0.593 -4.070  0.0762
H 3.876 -0.696 -3.510  0.0699
H 0.101 3.263 -4.336  0.1118
H -1.556 3.255 -3.844  0.0777
H 4.550 -1.565 -1.792  0.1091
H 5.075 -3.075 0.088  0.1173
H 3.278 -3.670 1.715  0.1130
H 0.984 -2.755 1.326  0.1067
N -2.063 -0.834 3.901  0.0684
C -2.092 -0.810 2.540  -0.8993
S -2.290 0.741 1.783  0.4677
N -1.982 -1.987 1.965  -0.0119
N -1.911 -1.941 0.608  -0.1277
C -2.140 -2.997 -0.081  -0.1772
C -2.552 -4.309 0.478  -0.1784
C -1.970 -5.477 -0.018  -0.0435
C -2.340 -6.716 0.480  -0.0694
C -3.303 -6.802 1.476  -0.0727
C -3.886 -5.646 1.976  -0.0658
C -3.511 -4.404 1.487  -0.0272
C -1.982 -2.847 -1.558  -0.2139
C -2.705 -3.649 -2.435  0.0037
C -2.538 -3.479 -3.797  -0.0274
C -1.642 -2.525 -4.250  -0.0304
C -0.996 -1.739 -3.316  -0.1473
N -1.167 -1.883 -1.999  -0.0023
H -2.432 -0.032 4.382  0.0819
H -2.188 -1.737 4.332  0.1008
H -1.214 -5.413 -0.792  0.1191
H -1.885 -7.614 0.083  0.1079
H -3.603 -7.770 1.856  0.1082
H -4.641 -5.713 2.749  0.1081
H -3.981 -3.509 1.865  0.1089
H -3.398 -4.381 -2.047  0.1254
H -3.106 -4.081 -4.495  0.1192
H -1.462 -2.371 -5.305  0.1154
H -0.327 -0.949 -3.635  0.0883
S 1.640 0.580 2.332  0.5483
C 1.638 1.041 3.926  -1.1409
N 1.048 0.365 4.916  -0.0636
C 1.393 0.736 6.282  -0.2138
C 1.788 2.209 6.221  -0.3998
S 2.423 2.465 4.534  0.9502
H 0.641 -0.531 4.700  0.1222
H 2.223 0.125 6.642  0.1225
H 0.540 0.582 6.941  0.1220
H 2.570 2.451 6.934  0.0798
H 0.938 2.872 6.371  0.0794
C -0.426 5.840 4.027  -0.0867
C -1.472 5.074 3.524  -0.0789
C -1.266 4.257 2.422  -0.1278
C -0.014 4.204 1.814  -0.3660
C 1.030 4.965 2.321  -0.1175
C 0.821 5.783 3.425  -0.0913
As 0.202 3.071 0.235  1.2455
C 1.873 3.731 -0.482  -0.3418
C 3.148 3.330 -0.110  -0.1037
C 4.250 3.876 -0.757  -0.0773
C 4.066 4.793 -1.786  -0.0701
C 2.788 5.181 -2.165  -0.0182
C 1.679 4.660 -1.507  -0.1939
C 0.265 5.003 -1.779  -0.2089
C -0.182 5.923 -2.723  -0.0337
C -1.542 6.146 -2.879  -0.0784
C -2.464 5.460 -2.094  -0.0814
C -2.023 4.543 -1.148  -0.1182
C -0.664 4.321 -0.990  -0.3369
H -0.588 6.485 4.882  0.1039
H -2.451 5.118 3.985  0.1054
H -2.085 3.660 2.041  0.0604
H 2.004 4.935 1.849  0.0960
H 1.640 6.378 3.813  0.1069
H 3.277 2.600 0.681  0.0735
H 5.251 3.588 -0.461  0.1043
H 4.925 5.211 -2.295  0.1063
H 2.661 5.893 -2.972  0.1077
H 0.526 6.472 -3.333  0.1082
H -1.888 6.865 -3.612  0.1067
H -3.524 5.640 -2.220  0.1068
H -2.743 3.999 -0.547  0.1003

As for the spin multiplicity: 1. Its molar mass is 1081.0 g/mol. The value obtained for the frontier orbital gap is 7.48 eV. Its net charge is +1.

Record 3
A cluster of 2 separate species, C2H6O2S2 in total, computed with ωB97M-V/def2-TZVPD.

Each line ends with the Löwdin charge.
Positions of all 12 atoms, in Å:
O -0.131 4.338 1.171  0.0892
C 0.433 4.127 0.144  -0.3718
O 0.994 2.923 -0.196  0.0222
H 0.593 4.853 -0.663  0.1353
H 0.337 2.230 0.001  0.0564
C -0.616 -3.548 0.087  -0.4814
S 0.103 -2.149 0.980  0.3544
S -0.245 -0.567 -0.241  0.2971
H -0.764 -4.316 0.837  0.0240
H 0.069 -3.880 -0.682  0.0254
H -1.576 -3.325 -0.363  0.0287
H 0.804 -0.685 -1.075  -0.1796

As for the spin multiplicity: 1. Its molar mass is 126.2 g/mol. Its energy relative to the best compared isomer or geometry (same formula, charge and spin) is 8.4 kcal per mole. The SMILES is O=CO.CSS. The value obtained for the frontier orbital gap is 9.83 eV.